# 1
The following is a quantum chemistry calculation of a structure of composition C37H35Ge2MgN7O4S, from OMol25.

For the energy above the lowest of the compared OMol25 structures with the same formula, charge and spin, the calculation gives 0.000 eV. The HOMO energy (spin up / spin down) comes out at -7.755 / -11.142 eV. The net charge is +1. As for the gap between HOMO and LUMO (spin up / spin down): 4.61 / 7.99 eV. Its spin multiplicity is 2. Its expectation value of S² is 0.772. The maximum force comes out at 0.0096 Eh/bohr.

```
87
C37H35Ge2MgN7O4S | OMol25 | ωB97M-V with the def2-TZVPD basis set
Mg -0.9437 1.3101 -0.3949
N 5.4202 4.4202 0.7719
C 4.5759 3.4504 0.3312
C 4.7882 2.1068 0.6899
C 3.9269 1.1243 0.2637
C 2.8219 1.4734 -0.5164
C 2.6000 2.7973 -0.8932
C 3.4669 3.7774 -0.4670
S 1.8228 0.2150 -1.1441
O 2.4893 -0.5740 -2.1335
O 0.5678 0.8544 -1.6172
N 1.5084 -0.7460 0.1132
C 1.1575 -0.1329 1.3441
N 1.8941 -0.4448 2.3898
C 1.5620 0.1201 3.5495
C 0.5051 1.0081 3.6747
C -0.2055 1.2789 2.5247
N 0.1072 0.6996 1.3591
H 6.2916 4.1676 1.2019
H 5.3566 5.3469 0.3904
H 5.6441 1.8461 1.2990
H 4.0971 0.0909 0.5381
H 1.7647 3.0484 -1.5331
H 3.3045 4.8073 -0.7593
H 2.1699 -0.1555 4.4035
H 0.2516 1.4667 4.6180
H -1.0464 1.9633 2.5112
O -4.9554 7.1231 -0.1818
N -5.5965 6.0946 -0.2951
O -6.8060 6.0535 -0.4007
C -4.8482 4.8109 -0.3206
C -5.6032 3.7095 -0.4759
C -5.0200 2.4076 -0.5206
C -5.7693 1.2542 -0.6478
C -5.1363 0.0134 -0.6649
C -3.7605 -0.0134 -0.5723
N -2.9848 1.0681 -0.4625
C -3.6104 2.3186 -0.4144
C -2.8162 3.4623 -0.2518
N -1.4440 3.2656 -0.1502
C -0.6677 4.3558 0.0703
C -1.1643 5.6178 0.1636
C -2.5544 5.8434 0.0238
C -3.3974 4.7731 -0.1811
H -6.6736 3.8226 -0.5641
H -6.8465 1.3343 -0.7285
H -5.6856 -0.9112 -0.7564
H -3.2494 -0.9710 -0.5870
H 0.3944 4.1628 0.1786
H -0.4987 6.4497 0.3428
H -2.9405 6.8455 0.0863
C -0.3321 -4.9001 -2.4962
Ge 0.3439 -3.0657 -2.6032
C -1.0664 -1.8344 -3.1483
C 1.7641 -3.0442 -3.9284
Ge 1.0219 -2.6383 -0.2738
C 2.5960 -3.6434 0.2414
C 2.8224 -4.1003 1.5401
C 3.9740 -4.8119 1.8432
C 4.9112 -5.0740 0.8538
C 4.6979 -4.6254 -0.4404
C 3.5451 -3.9146 -0.7450
C -0.4923 -2.8569 0.9364
C -0.4267 -2.7169 2.3273
C -1.5590 -2.8853 3.1116
C -2.7751 -3.2044 2.5260
C -2.8594 -3.3529 1.1528
C -1.7272 -3.1763 0.3656
H -0.2993 -5.3412 -3.4929
H -1.3569 -4.9466 -2.1335
H 0.2958 -5.5010 -1.8378
H -1.3973 -2.1226 -4.1473
H -0.6808 -0.8191 -3.1939
H -1.9296 -1.8736 -2.4827
H 1.2824 -3.1088 -4.9057
H 2.4163 -3.9092 -3.8145
H 2.3501 -2.1332 -3.8786
H 2.0982 -3.9198 2.3205
H 4.1370 -5.1690 2.8519
H 5.8076 -5.6310 1.0925
H 5.4276 -4.8290 -1.2132
H 3.3944 -3.5532 -1.7549
H 0.5070 -2.4760 2.8082
H -1.4891 -2.7774 4.1867
H -3.6532 -3.3445 3.1424
H -3.8038 -3.6134 0.6919
H -1.8087 -3.2972 -0.7066
```

In the Mulliken picture, each atom carries the following charge in e: 1.390, -0.474, 1.015, -0.934, -0.638, -0.282, -0.529, -0.855, 1.110, -0.626, -1.002, 1.155, -0.502, -0.348, -0.531, -1.004, -0.229, 0.135, 0.212, 0.214, 0.351, 0.523, 0.778, 0.345, 0.540, 0.489, 0.484, -0.637, 1.088, -0.651, -0.909, -0.543, 0.954, -0.358, -1.339, 0.367, -0.257, -0.391, -0.114, 0.218, -0.316, -1.069, -0.174, 0.711, 0.578, 0.477, 0.490, 0.295, 0.484, 0.429, 0.616, -1.245, 1.047, -1.089, -1.326, -0.529, 0.363, 0.030, -0.766, -0.505, -0.816, -0.294, 0.281, 0.298, -1.115, -0.677, -0.735, -0.069, 0.497, 0.376, 0.402, 0.548, 0.241, 0.284, 0.451, 0.438, 0.369, 0.265, 0.424, 0.390, 0.431, 0.342, 0.337, 0.453, 0.414, 0.499, 0.248

# 2
The following is a quantum chemistry calculation of a structure of composition C8H22O7Ti in a non-equilibrium geometry, from OMol25.

For the energy above the lowest of the compared OMol25 structures with the same formula, charge and spin, the calculation gives 0.000 eV. The HOMO energy (spin up / spin down) comes out at -7.483 / -13.568 eV. The net charge is +1. As for the gap between HOMO and LUMO (spin up / spin down): 5.13 / 11.14 eV. Its spin multiplicity is 4. Its expectation value of S² is 3.751. The maximum force comes out at 0.0406 Eh/bohr.

```
38
C8H22O7Ti | OMol25 | ωB97M-V with the def2-TZVPD basis set
Ti 19.3203 -17.3001 -18.3433
C 17.7463 -18.3781 -15.6743
O 17.2938 -18.0278 -16.9914
H 17.3502 -19.3518 -15.3689
H 18.8268 -18.5249 -15.6916
H 17.4871 -17.5622 -14.9985
H 16.3497 -17.8582 -16.9348
C 22.1852 -17.9047 -16.9146
O 20.9392 -18.4791 -17.3029
H 22.5283 -17.2398 -17.7247
H 22.1080 -17.1891 -16.0918
H 22.9871 -18.6313 -16.8009
H 20.9689 -19.4018 -17.0375
C 20.2470 -15.0761 -15.8324
O 19.7887 -15.3828 -17.1574
H 21.2363 -14.6143 -15.8067
H 19.5058 -14.4794 -15.2993
H 20.3737 -15.9797 -15.2304
H 19.8092 -14.5043 -17.5578
C 21.9726 -17.6523 -20.8106
O 20.9173 -16.7746 -20.4015
H 22.0090 -17.7199 -21.8962
H 22.9246 -17.3021 -20.4068
H 21.7468 -18.6221 -20.3748
H 21.0195 -15.8940 -20.7688
C 17.0279 -23.1482 -18.5066
C 18.0549 -22.1297 -18.0419
C 19.4683 -22.2369 -18.6117
O 19.7124 -20.9713 -19.2176
C 18.6260 -20.2013 -19.1179
O 18.5105 -19.1186 -19.6228
O 17.6160 -20.8336 -18.5287
H 17.1812 -24.1489 -18.1141
H 17.0472 -23.1093 -19.6011
H 16.0140 -22.8167 -18.2822
H 18.0950 -22.0977 -16.9494
H 19.5356 -22.9813 -19.4193
H 20.2012 -22.6293 -17.9042
```

In the natural (NBO) picture, each atom carries the following charge in e: 0.800, -0.251, -0.754, 0.181, 0.182, 0.188, 0.492, -0.262, -0.758, 0.189, 0.183, 0.199, 0.493, -0.264, -0.746, 0.187, 0.192, 0.186, 0.491, -0.242, -0.758, 0.189, 0.170, 0.190, 0.486, -0.631, 0.067, -0.110, -0.473, 1.001, -0.648, -0.465, 0.235, 0.221, 0.241, 0.189, 0.203, 0.208

# 3
The following is a quantum chemistry calculation of a structure of composition C26H39BF4N6OS2SiV in a non-equilibrium geometry, from OMol25.

For the energy above the lowest of the compared OMol25 structures with the same formula, charge and spin, the calculation gives 1.558 eV. The HOMO energy (spin up / spin down) comes out at -0.028 / -2.283 eV. The net charge is -2. As for the gap between HOMO and LUMO (spin up / spin down): 4.19 / 6.44 eV. Its spin multiplicity is 4. Its expectation value of S² is 3.808. The maximum force comes out at 0.0335 Eh/bohr.

```
81
C26H39BF4N6OS2SiV | OMol25 | ωB97M-V with the def2-TZVPD basis set
V 0.0156 -1.0267 0.1014
N -1.1171 2.6559 2.0883
C -0.2141 3.0052 3.1872
C 1.2626 3.0382 2.8247
N 1.7180 1.7331 2.3772
H -0.8674 3.2004 1.2661
H -0.9706 1.6918 1.8013
H -0.3678 2.2813 3.9935
H -0.4979 3.9917 3.5699
H 1.8343 3.3087 3.7190
H 1.4126 3.8232 2.0684
H 2.7177 1.7493 2.2130
H 1.3181 1.5144 1.4669
C -0.3156 3.5989 -5.6126
Si 0.4197 3.6570 -3.8688
C 2.2209 3.2337 -4.0931
C 0.2071 5.4321 -3.3150
C -0.6057 2.4715 -2.8530
C -1.7908 1.9606 -3.3279
C -2.5295 1.0573 -2.5606
C -1.9743 0.6553 -1.3743
N -0.8170 1.1087 -0.8529
C -0.1528 2.0837 -1.5448
S 1.1841 2.9026 -0.8562
H 0.2765 4.2298 -6.2839
H -1.3498 3.9577 -5.6459
H -0.2991 2.5783 -6.0093
H 2.5682 3.5916 -5.0689
H 2.3689 2.1504 -4.0469
H 2.8262 3.6773 -3.3033
H 0.7071 6.1200 -4.0071
H 0.6296 5.5630 -2.3169
H -0.8547 5.6957 -3.2775
H -2.1543 2.2548 -4.3079
H -3.4810 0.6601 -2.8923
H -2.4814 -0.0745 -0.7573
C -1.7198 -2.6644 -3.5536
S -1.6131 -2.6594 -1.7711
C -3.3627 -2.4607 -1.4493
O -1.3205 -4.0792 -1.3877
H -2.3811 -3.4856 -3.8350
H -0.7076 -2.8301 -3.9175
H -2.0784 -1.6954 -3.9036
H -3.7449 -1.5654 -1.9414
H -3.4869 -2.3854 -0.3694
H -3.8452 -3.3628 -1.8279
N 5.6785 -3.7072 1.0472
C 4.7192 -3.1727 1.4016
C 3.5461 -2.5241 1.9119
C 3.4196 -2.2343 3.3244
C 2.2090 -1.6657 3.7251
C 1.2300 -1.3540 2.8269
N 1.3873 -1.5724 1.4463
C 2.5303 -2.1881 1.0630
H 4.2147 -2.4742 4.0141
H 2.0284 -1.4453 4.7710
H 0.2947 -0.9104 3.1263
H 2.6224 -2.4245 0.0093
F 0.3735 -0.5978 -3.0674
B 1.5361 -1.0810 -2.4678
F 1.7917 -0.3476 -1.2472
F 1.3075 -2.4103 -2.0188
F 2.6224 -1.0083 -3.3169
C -0.6423 -4.2390 1.8522
C -1.8970 -3.5305 2.2864
C -2.8039 -4.1742 3.1201
C -3.9499 -3.5419 3.5891
C -4.1738 -2.2238 3.2238
C -3.2913 -1.5445 2.3884
C -3.5373 -0.0991 2.0458
C -2.1508 -2.2001 1.8869
N -1.3031 -1.5274 1.0216
H -0.7337 -5.3120 2.0354
H 0.2209 -3.8643 2.4106
H -0.4438 -4.0866 0.7937
H -2.5982 -5.1999 3.4107
H -4.6535 -4.0681 4.2236
H -5.0477 -1.6970 3.5962
H -4.5940 0.1512 2.1641
H -3.2348 0.1288 1.0261
H -2.9573 0.5754 2.6825
```

In the Mulliken picture, each atom carries the following charge in e: 2.111, -0.523, -0.736, -0.446, -0.123, 0.260, 0.069, 0.313, 0.400, 0.413, 0.238, 0.220, -0.358, -1.262, 0.235, -0.934, -1.093, 0.592, 0.030, -1.581, 0.214, 0.650, -0.798, -0.471, 0.323, 0.315, 0.301, 0.368, 0.230, 0.274, 0.319, 0.278, 0.306, 0.246, 0.452, -0.024, -1.313, 1.246, -0.929, -0.765, 0.505, 0.290, 0.250, 0.181, 0.009, 0.543, -0.694, 0.030, 0.146, -0.891, -0.669, -0.649, 0.731, -0.355, 0.423, 0.408, 0.288, 0.432, -0.212, 0.370, -0.565, -0.397, -0.303, -1.082, 1.224, -0.921, -0.728, -0.881, 1.240, -1.043, -1.118, 0.052, 0.409, 0.101, 0.051, 0.362, 0.379, 0.381, 0.447, -0.028, 0.238

# 4
The following is a quantum chemistry calculation of a structure of composition C6H18CrN6O16S in a non-equilibrium geometry, from OMol25.

The HOMO energy (spin up / spin down) comes out at -8.050 / -8.767 eV. The net charge is 0. As for the gap between HOMO and LUMO (spin up / spin down): 7.38 / 8.03 eV. Its spin multiplicity is 5. Its expectation value of S² is 6.016. The maximum force comes out at 0.0232 Eh/bohr.

```
48
C6H18CrN6O16S | OMol25 | ωB97M-V with the def2-TZVPD basis set
Cr 0.0916 0.2110 -0.0777
S 0.9832 2.5830 -0.8426
O 1.6332 2.9397 -2.0853
O 0.7265 3.7060 0.0363
O -0.3197 1.8232 -1.1324
O 1.7124 1.4525 -0.1336
C -2.6787 3.2598 0.5964
N -2.4445 2.1548 1.5597
O -1.9352 1.1539 1.0905
O -2.7132 2.3105 2.7274
H -3.2457 2.8685 -0.2402
H -1.6892 3.5872 0.2696
H -3.2011 4.0698 1.0922
C 2.6281 -3.4013 0.2776
N 2.1502 -2.2704 1.1293
O 2.1330 -2.4182 2.3260
O 1.7973 -1.2599 0.5457
H 2.0225 -3.4181 -0.6184
H 2.5218 -4.3073 0.8620
H 3.6809 -3.2076 0.0879
C -2.4384 -0.4562 -3.6005
N -2.6198 -0.3881 -2.1303
O -3.7492 -0.3110 -1.6987
O -1.6111 -0.4166 -1.4591
H -3.0285 0.3342 -4.0480
H -2.8549 -1.4143 -3.9119
H -1.3790 -0.4099 -3.8208
C -2.9814 -2.2390 1.5454
N -1.5362 -2.4727 1.3021
O -1.0902 -3.5920 1.3746
O -0.8866 -1.4769 1.0302
H -3.3218 -1.5704 0.7570
H -3.1013 -1.7995 2.5293
H -3.4945 -3.1916 1.4768
C 2.5559 1.1618 3.2559
N 1.1164 0.8801 3.3839
O 0.6480 0.8113 4.4962
O 0.4967 0.7647 2.3443
H 2.8759 0.8135 2.2808
H 3.0697 0.6440 4.0570
H 2.6678 2.2387 3.3411
C 2.9643 0.3513 -2.7007
N 1.7087 -0.3737 -3.0209
O 1.0074 -0.7378 -2.0907
O 1.4077 -0.5167 -4.1835
H 3.0571 0.4190 -1.6264
H 2.8924 1.3216 -3.1808
H 3.7713 -0.2107 -3.1727
```

In the natural (NBO) picture, each atom carries the following charge in e: 1.185, 2.573, -1.008, -1.000, -1.041, -1.054, -0.494, 0.565, -0.417, -0.354, 0.228, 0.290, 0.222, -0.476, 0.567, -0.336, -0.399, 0.241, 0.239, 0.239, -0.481, 0.570, -0.370, -0.378, 0.243, 0.233, 0.256, -0.485, 0.573, -0.343, -0.414, 0.255, 0.256, 0.230, -0.483, 0.563, -0.360, -0.393, 0.244, 0.226, 0.247, -0.493, 0.568, -0.423, -0.370, 0.259, 0.284, 0.216

# 5
The following is a quantum chemistry calculation of the molecule C5H8O in a non-equilibrium geometry, from OMol25.

For the energy above the lowest of the compared OMol25 structures with the same formula, charge and spin, the calculation gives 3.184 eV. The HOMO energy comes out at -9.221 eV. The net charge is 0. As for the gap between HOMO and LUMO: 10.24 eV. Its spin multiplicity is 1. The maximum force comes out at 0.0610 Eh/bohr.

```
14
C5H8O | OMol25 | ωB97M-V with the def2-TZVPD basis set
C -0.1935 0.4715 1.6582
C -0.0388 -0.3176 0.3356
O 0.4985 -1.5849 0.5497
C -0.8264 0.0531 -0.8723
C 0.1858 -0.2493 -1.9180
C 0.5979 0.6087 -0.7680
H 0.7230 0.8403 2.0591
H -0.7289 -0.1976 2.3638
H -0.8827 1.2450 1.5796
H 1.2075 -1.5753 1.2156
H -1.9019 0.1462 -0.8406
H 0.4604 -1.3085 -2.0875
H -0.0068 0.2698 -2.8295
H 0.9059 1.5987 -0.4458
```

In the natural (NBO) picture, each atom carries the following charge in e: -0.652, 0.256, -0.719, -0.262, -0.387, -0.229, 0.210, 0.217, 0.216, 0.472, 0.233, 0.213, 0.204, 0.229